[1]
32
Properties=species:S:1:pos:R:3:nbo_charge:R:1 method="wB97M-V/def2-TZVPD" charge=-1 s_squared=6.07 homo_lumo_gap_ev="5.15 / 6.47" multiplicity=5 homo_energy_ev="-2.1 / -3.4"
C 0.89387 -0.53592 -0.88883 -0.24
H -3.21926 -0.95559 0.10229 0.23
C 1.38096 1.24863 -2.36806 -0.37
Cr 0.53388 1.06197 1.53214 0.81
C 1.68831 0.33390 -3.38771 -0.17
H 1.82089 -1.74326 -3.93486 0.20
H 1.10179 -2.53132 -1.68593 0.21
H -0.28872 -1.84983 0.42914 0.19
H 2.12675 1.54488 1.84173 -0.32
C -0.78636 0.88676 -1.12539 -0.73
N -0.40574 -1.03508 4.75637 -0.82
H 1.46608 2.31536 -2.57233 0.21
S 0.06622 1.21886 3.69355 -0.28
H -0.46470 1.92370 -0.99966 0.33
C 1.17423 -1.47143 -1.90073 -0.14
H 0.17482 -1.82632 4.98096 0.37
N 1.06534 -0.67842 1.51246 -0.34
O -1.23143 0.52678 1.18902 -0.62
H -0.34173 -0.27532 5.42444 0.38
C -3.07611 0.06886 -0.25041 -0.70
C 0.96505 0.86318 -1.07777 0.45
H 0.08174 0.22347 -1.15906 0.25
C 0.49665 -1.07612 0.42529 -0.04
C -1.66159 0.49666 0.03520 0.61
C 1.58062 -1.03142 -3.15497 -0.35
C 0.06149 -0.49540 3.59469 0.25
H -3.76570 0.74464 0.26168 0.23
H 2.01022 0.70740 -4.35290 0.20
H -3.28974 0.10057 -1.32141 0.22
O 0.66716 1.71617 -0.17402 -0.77
H -1.32483 0.80248 -2.07224 0.18
N 0.49983 -1.27884 2.64731 -0.42

[2]
20
Properties=species:S:1:pos:R:3:nbo_charge:R:1 method="wB97M-V/def2-TZVPD" charge=-1 homo_lumo_gap_ev=5.52 relative_energy_kj_mol=561.7 homo_energy_ev=-4.1
O -0.81280 1.98364 -0.02675 -0.90
H -1.50853 -1.32099 -1.14774 0.21
H 0.97744 -0.35249 2.02316 0.23
C -0.68976 -1.94962 -0.67957 -0.54
H -1.99735 -0.85743 0.76804 0.21
H 0.51687 2.38892 0.42307 0.50
O 1.44113 2.59313 0.97613 -1.06
H -0.23082 -2.59574 -1.52857 0.20
C 0.44216 -0.99768 -0.07158 -0.06
H 0.24915 1.92499 -1.74185 0.12
C -0.30026 1.23470 -1.12224 0.08
H -1.09696 0.84689 -1.81631 0.11
H 1.33095 -1.65675 0.12138 0.18
H -0.39913 0.49515 1.56570 0.28
H -0.65196 -1.25350 1.71126 0.21
H 2.19579 2.43771 0.43685 0.43
C 0.02294 -0.47873 1.38806 -0.72
H 1.53439 0.59436 -0.64630 0.35
S -1.76898 -3.08212 0.37764 -0.14
N 0.74574 0.04560 -1.01039 -0.69

[3]
122
Properties=species:S:1:pos:R:3:mulliken_charge:R:1 method="wB97M-V/def2-TZVPD" charge=+1 homo_lumo_gap_ev=7.19 homo_energy_ev=-11.6
O -3.60701 3.49665 -5.31293 -0.28
C -4.07562 -6.18775 -5.25388 0.91
F -5.70995 1.08647 -3.93828 -0.26
H -4.46715 -1.85314 -4.03957 0.20
H -0.10015 0.21950 3.20504 -0.94
H -1.21653 -2.98163 2.31020 0.59
O -6.41285 2.40076 0.62464 -0.62
H -3.75076 -2.01500 -6.43094 0.32
O -5.30358 0.82192 2.21802 -0.45
H -4.24613 4.58721 -6.97269 0.33
H 4.48008 -7.41063 5.74604 0.31
H 5.39635 3.35736 -3.66330 0.33
H 0.22336 -3.68077 5.55552 0.24
H 1.82721 0.73995 3.91348 0.67
H 6.95713 4.01259 -4.15751 0.33
F -4.90299 -7.14710 -4.86149 -0.23
C 6.06472 4.19922 -3.55933 -1.14
H 0.19680 -5.52854 3.97887 0.28
H -4.55504 0.95712 2.81760 0.37
C -5.19914 -1.94345 -4.84493 -0.79
C -4.76971 2.88031 -5.16120 0.02
H 3.69794 -10.21728 4.81040 0.32
C -4.56123 1.57927 -4.36942 1.19
C 6.91745 6.70014 -2.00048 0.33
C 2.20641 1.35341 -0.22686 0.69
H -2.61506 4.89604 -6.39936 0.34
C -3.64018 4.72549 -6.07876 -0.24
H 1.16623 6.23398 1.98483 0.45
C 0.13319 0.28936 0.38761 0.24
C -1.17405 -4.32402 4.29798 0.49
F 4.48777 1.86622 -2.45295 -0.19
C -1.60751 -1.24417 3.60462 -1.31
H -4.07540 6.81045 -5.80950 0.39
H 4.79545 -8.89760 6.62953 0.31
C -4.57457 -2.61463 -6.04809 -0.34
C 3.04753 3.43205 2.48400 -0.19
H 5.57484 -8.61877 5.06179 0.37
H -5.29382 -2.73809 -6.85664 0.34
C 6.43606 4.41342 -2.10801 0.02
C -4.84794 -4.90074 -5.59020 0.33
C 1.44022 5.21339 2.20420 -0.64
C 2.41337 1.04249 3.04678 -1.76
C 8.05439 7.71402 -1.78775 0.88
O -6.02954 -4.85579 -5.75142 -0.50
O 7.40279 5.46547 -1.95881 -0.38
C -2.00611 -2.55547 2.91646 -0.91
H 1.61726 -0.83904 2.33195 0.57
F -3.18643 -5.97515 -4.27298 -0.25
O -3.99696 -3.88628 -5.69940 -0.35
H -2.61555 2.45463 -0.34301 0.42
H -5.16431 5.73509 -4.92654 0.33
H -2.42471 1.32496 0.95237 -0.29
F -3.77912 1.76683 -3.27884 -0.21
C -1.89204 0.56975 -0.99534 -3.12
C 1.63183 -7.93469 5.66730 0.36
F -3.40755 -6.61981 -6.32988 -0.25
F -3.94442 0.65717 -5.12758 -0.29
N -0.60822 -5.12270 3.50163 -0.73
H -2.12266 0.83422 -2.01796 0.96
N -2.33612 -3.61122 3.91080 -0.30
H 3.45234 1.01345 3.35895 0.42
H -0.88459 -1.49822 4.38109 0.42
O -5.82987 3.22473 -5.58154 -0.49
C -0.64684 -0.65109 1.27509 -1.60
C 0.73911 2.96099 2.76969 0.28
H -6.03666 -2.52611 -4.46126 0.44
H 3.32466 -8.73703 3.94117 0.32
H -2.92281 -2.37934 2.35110 0.06
C 2.15232 -0.00392 1.90013 -1.39
C -0.97141 -0.15354 2.68424 1.09
O -4.27491 2.93989 1.59758 -0.63
F 0.59923 -8.57322 7.71701 -0.26
O 1.93284 -6.95967 5.03712 -0.54
H -1.26247 -3.45753 6.12826 0.28
H 4.08776 3.13778 2.49341 0.47
H -0.59766 4.60558 2.54853 0.54
H -5.56264 -0.96449 -5.10929 0.16
C 2.05700 2.48580 2.75143 0.34
C 1.48733 0.55677 0.66983 1.08
H -4.47279 0.04913 -0.28411 0.63
H -2.45895 -0.81534 4.12969 0.29
C -2.77256 1.41163 -0.07101 1.32
F 3.71703 -0.04479 -1.82682 -0.27
C 2.75655 4.76452 2.20466 -0.76
H -2.07906 -0.49459 -0.91287 0.33
F 9.11658 7.41401 -2.54030 -0.24
H -0.01859 -1.53213 1.38679 0.93
F -0.16406 -6.82286 6.70568 -0.22
C 0.43649 4.29318 2.50692 -0.87
H -2.73993 -3.16899 4.72734 0.33
C -4.26275 1.11627 -0.24998 -0.55
C 3.69469 1.69501 -0.18389 0.55
C 4.41675 1.02855 -1.43068 0.77
H 5.57373 5.07853 -3.97557 0.33
F 7.65466 8.94078 -2.09820 -0.23
C -4.13183 5.88423 -5.24000 -1.14
S -5.15909 1.92432 1.08695 1.18
H -4.57824 1.58994 -1.17022 -0.08
C 4.65738 -8.47956 5.63215 -1.09
C 0.21714 1.66728 -1.52098 -0.12
C 0.35539 -8.03049 6.51947 0.91
F -0.55810 -8.79245 5.90520 -0.26
H -3.52650 5.98766 -4.33841 0.29
H 3.54943 5.46323 1.97665 0.47
F 8.43758 7.70725 -0.50393 -0.25
N -0.68356 -4.12980 5.63561 -0.49
C 3.49886 -9.15525 4.93173 -0.23
F 3.81369 3.02349 -0.35800 -0.16
O 5.77060 7.00454 -2.14553 -0.51
H 6.91022 3.51937 -1.70510 0.33
F 5.62235 0.60923 -1.11332 -0.26
F 4.35304 1.28590 0.89239 -0.37
N -0.46886 0.84956 -0.69847 0.25
O 2.29148 -9.07606 5.71738 -0.32
H -1.66434 0.68706 2.67302 0.66
H 5.56039 4.62644 -1.49517 0.24
C 1.55069 1.91067 -1.31356 -1.06
H -0.09334 2.31424 3.00558 0.35
H -1.56515 -1.00541 0.82386 0.54
H 3.10736 -0.41426 1.58730 0.82
H 2.08469 2.54048 -2.00545 0.77
Cl -0.54015 2.42112 -2.85518 -0.09

[4]
22
Properties=species:S:1:pos:R:3:nbo_charge:R:1 method="wB97M-V/def2-TZVPD" charge=0 smiles=CN1C[C@@H](O)[C@H]1CC#N.O homo_lumo_gap_ev=10.00 relative_energy_kj_mol=196.5 homo_energy_ev=-9.3
H -0.86338 1.75919 -1.39367 0.26
H 1.95769 0.18949 1.77348 0.46
O 2.25863 -0.72158 1.84510 -0.95
H -2.21898 -0.20666 -2.09292 0.18
H -3.02529 -2.80588 0.40735 0.21
H -1.15004 1.38550 0.31689 0.25
C -2.49799 -2.18598 -0.33089 -0.42
H -4.11187 1.28954 -1.89638 0.19
C -1.04539 0.94010 -0.68168 -0.52
H 2.44030 -1.02509 0.91270 0.49
H -1.41860 -2.34019 -0.19820 0.22
N -2.83006 -0.79691 -0.12446 -0.43
O -3.70716 2.05970 -0.08241 -0.70
H -4.72726 -0.96922 -1.13901 0.18
H -4.85506 -0.29436 0.52081 0.20
H -3.54389 1.77472 0.82193 0.47
C -4.21333 -0.36418 -0.37039 -0.24
H -2.77820 -2.53482 -1.34630 0.16
N 1.06113 -0.60533 -0.88392 -0.36
C -2.32450 0.20263 -1.07016 -0.06
C -3.67699 0.95802 -0.94853 0.10
C 0.14064 0.07589 -0.67431 0.32

[5]
10
Properties=species:S:1:pos:R:3:nbo_charge:R:1 method="wB97M-V/def2-TZVPD" charge=0 homo_lumo_gap_ev=9.84 relative_energy_kj_mol=581.1 homo_energy_ev=-9.3
N -1.05591 -1.56995 -0.07149 -0.27
O 1.41295 -1.07661 0.12210 -0.49
C 0.01327 -0.89999 -0.23797 0.35
N -1.90187 -0.57020 0.15476 -0.05
H 1.87402 0.49909 1.02782 0.22
C 1.43736 0.37415 0.02312 -0.07
H -2.11337 1.44979 -0.01909 0.45
C -0.12090 0.38582 -0.10926 -0.07
H 1.91642 0.83604 -0.91881 0.21
N -1.46198 0.57187 0.02883 -0.28

[6]
41
Properties=species:S:1:pos:R:3:nbo_charge:R:1 method="wB97M-V/def2-TZVPD" charge=+1 s_squared=3.75 homo_lumo_gap_ev="5.91 / 5.93" relative_energy_kj_mol=71.6 multiplicity=4 homo_energy_ev="-10.6 / -10.6"
C 0.42763 2.27309 1.14592 0.29
C -1.31902 -3.66613 -0.48958 -0.23
H -1.44798 -4.71227 -0.18594 0.21
H -0.94433 0.25689 -3.00971 0.30
C 1.80001 1.99596 0.87761 0.18
H -1.44865 -3.62353 -1.57655 0.23
H -0.26004 1.60843 -3.97552 0.20
H -0.82571 -0.41413 2.30660 0.52
C -1.00117 1.35759 -3.20774 -0.93
H -0.75200 1.75806 -2.21419 0.16
H -2.62170 -0.74090 0.53405 0.39
H 2.48856 -1.61383 -2.20280 0.50
H 0.32207 -1.29847 2.86947 0.51
O 3.31813 0.52777 -0.09568 -0.52
N 1.99969 0.83577 0.23826 -0.15
H 3.88526 2.38314 1.03017 0.28
H -2.00016 1.66097 -3.54953 0.20
N -0.37830 1.27021 0.73233 -0.20
H -1.03171 3.47332 2.27802 0.23
O -0.25456 -1.19571 2.09147 -0.94
C 0.02726 3.47129 1.95664 -0.70
O 2.00920 -1.39118 -1.38786 -1.21
H -2.29266 -2.91768 1.26368 0.20
C -2.34709 -2.77777 0.17734 -0.23
H 2.94068 2.86317 2.47071 0.25
H -1.91803 2.03612 1.63281 0.49
H -3.35146 -3.08172 -0.14954 0.21
H -2.45900 -1.13131 -1.04133 0.42
H 3.17722 -0.24806 -0.71169 0.53
N 0.07446 -3.18876 -0.17984 -0.88
H 0.20289 -1.23206 -2.85652 0.47
H 2.86891 3.85586 0.99698 0.25
C 2.93062 2.81839 1.36512 -0.69
H 0.21080 4.39440 1.37362 0.28
H 0.75144 -3.51583 -0.87679 0.42
N -2.09507 -1.33675 -0.11068 -0.87
Er 0.38243 -0.82931 -0.28356 1.92
O -0.52994 -0.92048 -2.29516 -1.15
H 0.65937 3.52396 2.86397 0.27
H 0.38743 -3.64546 0.67854 0.39
O -1.58546 1.11695 1.51691 -0.59

[7]
67
Properties=species:S:1:pos:R:3:nbo_charge:R:1 method="wB97M-V/def2-TZVPD" charge=-1 homo_lumo_gap_ev=7.11 relative_energy_kj_mol=0.0 homo_energy_ev=-4.8
P 1.08624 0.76497 -1.44560 0.85
C 1.08097 1.84729 -5.87590 -0.21
H 1.06153 2.08007 0.93085 0.23
H 2.49729 3.64560 2.15154 0.22
C 2.75974 3.30709 1.16761 -0.20
N 0.93889 -2.07618 -2.61313 -0.85
N -2.31469 -1.25029 5.74139 -0.33
H 2.81651 -0.17223 -3.75425 0.22
N -1.48852 -4.69971 0.95371 -0.77
C -2.76773 2.44578 2.14838 -0.03
H -4.38367 0.47634 -0.22020 0.22
C -4.59448 0.98433 2.41516 -0.16
S 0.09463 -5.23384 -1.05741 -0.41
C 2.01352 -1.88614 -1.72100 0.26
H 2.85560 0.56102 -6.11198 0.22
H -1.75253 -4.26639 1.77897 0.39
H 0.02086 -1.66675 -2.43439 0.39
C 0.15081 2.34494 -4.99233 -0.22
C 2.08311 0.98134 -5.46394 -0.23
C 2.08435 0.60301 -4.11318 -0.17
C 4.05569 -1.65343 0.19326 -0.29
H 3.59058 2.15519 -2.44171 0.22
C 1.15076 1.10766 -3.18339 -0.37
C -3.61208 1.46090 1.53532 -0.06
H -5.36958 0.39284 1.96551 0.21
C 2.86923 -2.92665 -1.42264 -0.30
H -3.13960 1.65724 -0.54528 0.21
Cl -1.63106 3.34018 1.16669 -0.05
H -4.04944 2.81145 5.20661 0.21
C -4.71908 1.33012 3.75102 -0.24
C -4.69227 -2.37639 3.64680 0.27
H -0.68159 3.00084 -5.27294 0.21
C -2.96498 2.96194 3.40720 -0.24
H -2.33940 3.77511 3.77470 0.22
S -4.11106 -2.30869 1.03014 -0.29
H 4.47192 -3.75100 -0.32924 0.22
H 1.04057 2.22146 -6.91573 0.21
C 3.94025 3.72788 0.53961 -0.21
C -0.24654 -4.56986 0.47427 0.33
H -0.54120 2.33275 -2.96844 0.22
C -3.67374 -2.05746 2.71188 -0.27
C -3.93401 2.36506 4.24136 -0.22
H 4.68665 4.23211 1.12655 0.21
H 2.77001 -3.87659 -1.88710 0.23
C 3.31817 2.58262 -1.47718 -0.20
C 2.21740 -0.63458 -1.07523 -0.43
H 0.67445 -3.06573 -2.74238 0.40
C 0.17696 1.96111 -3.69777 -0.19
C 4.25222 3.31579 -0.75535 -0.22
S -1.10734 -1.14560 2.29974 -0.28
N 0.61018 -3.91493 1.25561 -0.81
H 5.24450 3.59376 -1.15559 0.21
H -2.22471 -5.12247 0.41231 0.42
H 3.46217 0.39638 0.35381 0.21
C -2.40057 -1.42643 4.58936 0.27
N -5.51648 -2.73339 4.39902 -0.33
C -2.52727 -1.55797 3.19525 -0.31
C 2.15568 2.16916 -0.84739 -0.30
C -3.44829 0.88233 0.17140 -0.84
H 4.70391 -1.57739 1.01929 0.21
C 3.88863 -2.83173 -0.47910 -0.20
H 0.25319 -3.17545 1.89379 0.42
C 1.90122 2.48370 0.44995 -0.21
H 1.48912 -3.65303 0.82964 0.41
Pb -2.01530 -0.99189 -0.11949 0.82
C 3.28682 -0.56029 -0.14388 -0.12
H -5.50711 0.86310 4.33543 0.22

[8]
12
Properties=species:S:1:pos:R:3:nbo_charge:R:1 method="wB97M-V/def2-TZVPD" charge=0 smiles="C#CC(C)=C=C" homo_lumo_gap_ev=9.06 relative_energy_kj_mol=512.2 homo_energy_ev=-8.4
C 1.22023 -0.78221 0.22645 -0.02
C -1.12368 -0.88951 -0.75111 -0.60
C -0.08150 1.17791 0.03497 0.13
C -0.01374 -0.13656 -0.07242 -0.24
H -1.24905 -1.89263 -0.33632 0.22
C 2.27779 -1.34009 0.37258 -0.23
H 3.22790 -1.81606 0.43251 0.23
C -0.38952 2.25175 0.68452 -0.52
H -0.32155 3.33563 0.45814 0.26
H -0.85400 -0.97875 -1.80502 0.22
H -2.07360 -0.34926 -0.67935 0.22
H -0.61928 1.41980 1.43505 0.33